Molecular formula: C6H5InO3
Method: DFT, ωB97M-V with the def2-TZVPD basis set

ORCA input file:
```
! RIJCOSX wB97M-V def2-TZVPD def2/J DEFGRID3
* xyz 4 1
O -0.788 -0.793 -0.942
C -0.615 -0.389 0.149
O -2.110 -1.162 -4.378
C -2.347 -1.487 -5.477
O -2.589 -1.817 -6.543
In -1.606 -0.808 -2.586
C -0.391 -0.022 1.376
C 0.465 1.146 1.769
H -0.879 -0.639 2.137
H 0.166 1.553 2.761
H 0.370 2.035 1.122
C 1.906 0.882 1.872
C 2.526 0.518 2.907
H 3.170 -0.115 2.019
H 2.723 1.100 3.815
*
```

ΔE to the lowest compared entry with this formula, charge and spin: 0.324 eV
frontier orbital gap: 5.74 eV
DFT total energy: -17557.0278 eV

Molecular formula: C6H5LuN2O5S
Method: DFT, ωB97M-V with the def2-TZVPD basis set

ORCA input file:
```
! RIJCOSX wB97M-V def2-TZVPD def2/J DEFGRID3
* xyz 2 1
O 0.591 4.074 0.705
C 0.722 3.097 0.133
Lu 0.481 0.398 -1.107
O -1.529 0.954 1.716
C -0.748 0.798 0.875
C -1.566 -0.719 -1.166
O -2.667 -1.081 -1.123
C -1.097 1.378 -2.786
O -1.965 1.496 -3.621
C -1.367 2.031 -1.302
O -2.134 2.849 -0.917
H 0.077 0.891 -2.921
N 1.647 -1.031 2.058
C 1.488 -1.900 1.053
N 0.797 -3.020 1.278
S 2.079 -1.567 -0.557
H 1.577 -1.368 3.002
H 2.272 -0.242 1.929
H 0.713 -3.694 0.536
H 0.628 -3.343 2.212
*
```

ΔE to the lowest compared entry with this formula, charge and spin: 0.000 eV
frontier orbital gap (spin up / spin down): 6.49 / 5.52 eV
DFT total energy: -63955.7757 eV

Molecular formula: C6H5N
Method: DFT, ωB97M-V with the def2-TZVPD basis set

ORCA input file:
```
! RIJCOSX wB97M-V def2-TZVPD def2/J DEFGRID3
* xyz 0 1
C -1.318 1.707 -1.609
C -0.309 1.234 -1.149
C 0.923 0.669 -0.628
N 1.279 0.878 0.806
C 0.848 -0.403 0.369
C -0.083 -1.293 0.791
C -0.651 -2.356 1.178
H -2.210 2.129 -2.019
H 1.775 0.735 -1.299
H 0.526 1.368 1.294
H 0.894 -2.050 0.846
H -1.674 -2.618 1.421
*
```

ΔE to the lowest compared entry with this formula, charge and spin: 8.123 eV
frontier orbital gap: 8.20 eV
DFT total energy: -7783.6721 eV

Molecular formula: C6H5N
Method: DFT, ωB97M-V with the def2-TZVPD basis set

ORCA input file:
```
! RIJCOSX wB97M-V def2-TZVPD def2/J DEFGRID3
* xyz 0 1
C 1.507 0.905 0.183
C 1.044 -0.279 -0.291
C -1.553 -1.047 -0.856
C -1.243 -1.472 0.315
C 0.365 1.649 0.528
C -0.356 -0.239 -0.079
N -0.748 1.021 0.430
H 2.457 1.267 0.253
H 1.556 -1.204 -0.715
H -1.991 -1.132 -1.789
H -1.363 -2.204 1.068
H 0.325 2.735 0.952
*
```

ΔE to the lowest compared entry with this formula, charge and spin: 2.591 eV
frontier orbital gap: 10.07 eV
SMILES string: C1=CC2(C=C2)N=C1
DFT total energy: -7789.2036 eV

- What is the DFT total energy in the third record?
  -7783.6721 eV

- Among the records above, which one has the highest DFT total energy?
  number 3

- Which of these has the lowest ΔE to the lowest compared entry with this formula, charge and spin?
  C6H5LuN2O5S